Computed, not measured: a structure of composition C15H17F3N2O4S2 at a distorted geometry, with ωB97M-V/def2-TZVPD.

Results
LUMO level = -1.1 eV
E = -2087.91304 Ha
Kohn-Sham gap = 6.2 eV

ORCA input file:
```
! wB97M-V def2-TZVPD RIJCOSX def2/J DEFGRID3
* xyz 0 1
C 0.487 0.580 -0.252
C 1.780 0.502 0.498
C 2.915 -0.238 0.107
N 4.187 0.188 0.124
C 5.224 -0.743 -0.389
C 6.642 -0.293 -0.023
O 6.826 1.097 -0.322
C 5.959 1.931 0.449
C 4.475 1.617 0.217
H -0.228 1.368 0.070
H 0.498 0.285 -1.327
H 1.450 -0.830 0.824
H 1.942 1.397 1.100
H 2.798 -1.279 -0.231
H 5.014 -1.722 0.062
H 5.164 -0.819 -1.492
H 6.836 -0.520 1.053
H 7.362 -0.808 -0.680
H 6.194 1.840 1.531
H 6.207 2.941 0.092
H 4.182 2.167 -0.693
H 3.913 2.047 1.055
F 0.218 -1.357 3.199
C -0.608 -0.660 2.367
F -1.810 -1.245 2.236
F -0.650 0.602 2.864
S 0.177 -1.075 0.456
N -3.249 -0.777 0.060
C -4.006 -1.911 0.023
O -3.727 -3.077 0.291
C -5.275 -1.228 -0.444
C -5.056 0.047 -0.971
C -6.023 0.849 -1.479
C -7.339 0.318 -1.478
C -7.579 -0.940 -0.946
C -6.534 -1.728 -0.411
S -3.357 0.564 -0.837
O -3.183 1.732 0.046
O -2.657 0.454 -2.108
H -5.765 1.819 -1.846
H -8.129 0.912 -1.895
H -8.581 -1.325 -0.937
H -6.693 -2.682 0.037
*
```

Here are the Löwdin charges for atoms 1 to 6, given in e:
1 C -0.282
2 C -0.319
3 C -0.114
4 N -0.094
5 C -0.107
6 C -0.176

---

Computed, not measured: a structure of composition C45H42BClNO2PRuS at a distorted geometry, with ωB97M-V/def2-TZVPD.

Results
LUMO level = -8.0 eV
E = -3264.26156 Ha
Kohn-Sham gap = 5.2 eV

ORCA input file:
```
! wB97M-V def2-TZVPD RIJCOSX def2/J DEFGRID3
* xyz 2 1
Ru -0.806 2.222 -0.896
C 5.032 -2.102 -2.280
C 4.084 -1.700 -1.139
C 4.694 -2.084 0.220
C 2.775 -2.466 -1.321
C 3.867 -0.192 -1.154
C 4.998 0.645 -1.151
C 4.896 2.016 -1.168
C 3.626 2.574 -1.186
S 3.198 4.249 -1.270
C 1.543 3.813 -1.264
N 1.293 2.520 -1.183
C 2.473 1.776 -1.163
C 2.607 0.385 -1.152
C 0.455 4.768 -1.352
C 0.662 6.136 -1.514
C -0.425 6.985 -1.630
C -1.716 6.477 -1.571
C -1.932 5.116 -1.402
C -0.850 4.255 -1.281
H 5.071 -3.189 -2.357
H 6.050 -1.749 -2.122
H 4.671 -1.709 -3.233
H 4.936 -3.147 0.233
H 3.988 -1.873 1.027
H 5.609 -1.529 0.426
H 2.988 -3.536 -1.316
H 2.306 -2.214 -2.274
H 2.072 -2.257 -0.511
H 5.985 0.204 -1.143
H 5.779 2.641 -1.171
H 1.713 -0.215 -1.164
H 1.673 6.521 -1.557
H -0.271 8.045 -1.780
H -2.567 7.138 -1.670
H -2.952 4.759 -1.369
Cl -3.127 2.269 -0.893
C -3.701 2.614 0.712
C -5.027 2.975 0.862
C -5.483 3.332 2.122
C -4.618 3.316 3.208
C -3.301 2.916 3.045
C -2.823 2.550 1.788
P -1.096 2.034 1.519
C -0.201 2.762 2.903
C 0.050 4.136 2.853
C 0.665 4.759 3.924
C 1.040 4.012 5.035
C 0.793 2.646 5.078
C 0.180 2.009 4.010
C -1.033 0.243 1.762
C -2.130 -0.534 2.122
C -1.977 -1.905 2.254
C -0.747 -2.503 2.016
C 0.347 -1.732 1.643
C 0.208 -0.361 1.509
H -5.689 2.986 0.006
H -6.515 3.629 2.248
H -4.971 3.621 4.183
H -2.636 2.886 3.898
H -0.249 4.704 1.978
H 0.854 5.823 3.898
H 1.533 4.495 5.867
H 1.078 2.072 5.950
H -0.009 0.944 4.046
H -3.093 -0.076 2.313
H -2.825 -2.507 2.555
H -0.636 -3.574 2.123
H 1.307 -2.201 1.473
H 1.058 0.256 1.232
C -0.306 -6.021 -3.202
C -1.124 -5.771 -1.926
C -0.226 -6.068 -0.704
C -2.303 -6.745 -1.901
C -1.556 -4.314 -1.826
C -2.858 -3.952 -1.444
C -3.249 -2.636 -1.248
C -2.284 -1.672 -1.441
O -2.350 -0.318 -1.258
B -1.079 0.176 -1.543
O -0.262 -0.846 -1.943
C -1.000 -2.008 -1.851
C -0.607 -3.310 -2.047
H -0.058 -7.080 -3.271
H 0.632 -5.466 -3.209
H -0.879 -5.743 -4.088
H 0.147 -7.091 -0.762
H -0.796 -5.965 0.222
H 0.629 -5.389 -0.670
H -1.935 -7.762 -2.033
H -3.006 -6.534 -2.709
H -2.834 -6.714 -0.949
H -3.591 -4.730 -1.296
H -4.255 -2.371 -0.953
H 0.401 -3.548 -2.351
*
```

Here are the Löwdin charges for atoms 1 to 6, given in e:
1 Ru 0.876
2 C -0.031
3 C -0.548
4 C -0.026
5 C -0.062
6 C -0.142